No. 1
The following is a quantum chemistry calculation of a single C6H8O2 molecule at a distorted geometry, from the OMol25 dataset.

Last column: natural (NBO) charge in e.
CARTESIAN COORDINATES (ANGSTROEM)
C: -1.95 -1.26 -0.37  -0.2674
O: -0.99 -0.99 0.71  -0.5005
C: 0.19 -0.58 0.25  0.1894
C: 1.38 -1.25 -0.01  -0.3453
C: 2.38 -0.35 -0.09  0.0736
O: 1.97 0.92 0.17  -0.3931
C: 0.63 0.82 0.35  0.2376
C: -0.24 2.04 0.38  -0.6831
H: -1.69 -1.74 -1.31  0.1900
H: -2.36 -0.27 -0.52  0.1802
H: -2.79 -1.86 -0.04  0.1916
H: 1.51 -2.35 -0.13  0.2316
H: 3.40 -0.46 -0.38  0.1996
H: -0.62 2.26 -0.68  0.2211
H: -1.23 2.22 1.01  0.2437
H: 0.43 2.86 0.67  0.2310

As for the SMILES: COc1ccoc1C. Its charge is 0. For the HOMO-LUMO gap, the calculation gives 8.802 eV. The HOMO energy comes out at -7.883 eV. As for the relative energy (zero: lowest compared OMol25 entry of this formula, charge and spin): 2.6474 eV. The value obtained for the LUMO energy is 0.0338 Eh. The molar mass is 112.128 g/mol.



No. 2
The following is a quantum chemistry calculation of 2 unconnected molecules or ions with the total composition C7H12BrNO at a distorted geometry, from the OMol25 dataset.

Last column: natural (NBO) charge in e.
CARTESIAN COORDINATES (ANGSTROEM)
C: 2.17 -1.76 0.09  0.2132
C: -1.94 1.14 0.21  -0.5902
C: -0.64 -0.19 -1.45  -0.6217
C: -0.98 -1.04 0.80  -0.5905
C: 2.24 -0.53 0.73  -0.5841
C: 0.45 1.00 0.44  0.3856
C: -0.72 0.21 -0.02  -0.1867
N: 2.08 -2.64 -0.68  -0.3523
O: 1.12 1.78 -0.40  -0.6686
Br: 3.61 0.53 0.03  0.1016
H: -2.83 0.69 -0.10  0.2172
H: -1.65 2.12 -0.37  0.2121
H: -2.12 1.43 1.26  0.2131
H: -0.13 0.62 -2.13  0.2052
H: -0.04 -1.14 -1.46  0.2447
H: -1.67 -0.47 -1.81  0.2280
H: -0.80 -0.78 1.87  0.2069
H: -0.21 -1.77 0.53  0.2301
H: -1.93 -1.39 0.51  0.2158
H: 2.01 -0.51 1.73  0.2309
H: 0.47 1.39 1.41  0.1810
H: 1.49 1.31 -1.19  0.5088

Its charge is 0. For the HOMO-LUMO gap (alpha / beta), the calculation gives 8.289 / 8.292 eV. The HOMO energy (alpha / beta) comes out at -8.301 / -8.302 eV. As for the relative energy (zero: lowest compared OMol25 entry of this formula, charge and spin): 3.3784 eV. The value obtained for the LUMO energy (alpha / beta) is -0.0004 / -0.0004 Eh. The molar mass is 206.083 g/mol.



No. 3
The following is a quantum chemistry calculation of a molecular structure, C12H10AlF5IO3 at a distorted geometry, from the OMol25 dataset.

Last column: natural (NBO) charge in e.
CARTESIAN COORDINATES (ANGSTROEM)
O: 2.74 3.63 0.42  -0.5388
C: 3.24 2.55 0.36  0.4847
I: 4.23 1.85 2.15  0.0401
C: 3.16 1.78 -1.00  -0.5372
C: 2.79 0.25 -0.91  0.0970
O: 3.61 -0.58 -0.10  -0.9344
Al: 2.60 -1.66 1.03  1.4761
O: 1.10 -1.34 -0.03  -0.9284
C: 1.25 -0.21 -0.87  0.0198
C: 0.12 0.87 -0.86  0.6692
F: 0.03 1.44 -2.15  -0.3693
F: 0.28 1.88 0.09  -0.3459
C: -1.31 0.27 -0.59  -0.0657
C: -2.39 0.42 -1.58  -0.1833
C: -3.73 -0.12 -1.30  -0.2379
C: -4.02 -0.81 -0.06  -0.2235
C: -2.97 -0.99 0.93  -0.0861
C: -3.15 -1.69 2.31  0.9689
F: -4.49 -1.89 2.53  -0.3347
F: -2.44 -2.85 2.41  -0.3146
F: -2.67 -0.82 3.28  -0.3313
C: -1.66 -0.44 0.64  -0.1716
H: 2.36 2.27 -1.62  0.2409
H: 4.14 1.90 -1.53  0.2363
H: 3.10 -0.12 -1.94  0.1566
H: 3.31 -3.08 0.88  -0.4458
H: 2.34 -1.06 2.48  -0.4507
H: 1.09 -0.69 -1.89  0.1752
H: -2.26 0.96 -2.54  0.2308
H: -4.53 0.04 -2.06  0.2136
H: -5.05 -1.20 0.14  0.2236
H: -0.83 -0.55 1.38  0.2664

Its charge is -1. For the HOMO-LUMO gap, the calculation gives 8.115 eV. The HOMO energy comes out at -5.404 eV. As for the relative energy (zero: lowest compared OMol25 entry of this formula, charge and spin): 2.0455 eV. The value obtained for the LUMO energy is 0.0996 Eh. The molar mass is 451.085 g/mol.



No. 4
The following is a quantum chemistry calculation of a molecular structure, C7H7O6Ru at a distorted geometry, from the OMol25 dataset.

Last column: natural (NBO) charge in e.
CARTESIAN COORDINATES (ANGSTROEM)
O: 4.58 3.70 0.55  -0.3914
C: 3.74 2.92 0.54  0.4836
Ru: 1.30 0.69 0.52  0.4927
O: 1.18 3.23 -1.23  -0.3309
C: 1.24 2.28 -0.56  0.4460
C: 0.96 -1.01 1.44  0.4248
O: 0.77 -2.01 1.99  -0.3283
C: 0.12 1.54 1.79  0.4353
O: -0.66 1.99 2.52  -0.3080
C: 2.00 -0.30 -0.99  0.4374
O: 2.35 -0.92 -1.90  -0.3100
H: 2.69 0.73 1.43  -0.0467
C: -2.71 -2.05 -0.18  -0.6491
C: -1.83 -1.34 -1.18  -0.1226
O: -1.47 0.01 -0.87  -0.2255
H: -2.32 -2.07 0.83  0.2718
H: -2.81 -3.09 -0.50  0.3008
H: -3.69 -1.57 -0.20  0.2593
H: -0.89 -1.88 -1.29  0.2587
H: -2.30 -1.30 -2.18  0.3736
H: -2.26 0.45 -0.51  0.5284

Its charge is +2. As for the spin multiplicity: 6. For the HOMO-LUMO gap (alpha / beta), the calculation gives 6.236 / 5.383 eV. The HOMO energy (alpha / beta) comes out at -13.556 / -19.408 eV. The expectation value of S² is 8.769. As for the relative energy (zero: lowest compared OMol25 entry of this formula, charge and spin): 0.0000 eV. The value obtained for the LUMO energy (alpha / beta) is -0.2690 / -0.5154 Eh. The molar mass is 288.197 g/mol.



What is the relative energy (zero: lowest compared OMol25 entry of this formula, charge and spin) in the fourth record?
0.0000 eV